Record 1
8
Properties=species:S:1:pos:R:3 method="wB97M-V/def2-TZVPD" total_energy_ev=-11882.6388 lumo_ev=-0.76 de_lowest_kcal_mol=0.0 gap_ev=10.281 homo_ha=-0.4059 smiles="O=CC(=O)F.N#N"
O 0.42015 -1.86081 -0.80237
C 0.65264 -0.84020 -0.28571
C 0.09713 -0.35681 1.10208
O 0.16842 0.77031 1.46654
F -0.32887 -1.31791 1.90732
H 1.38590 0.09334 -0.72235
N -0.69948 1.93406 -1.41903
N -1.69590 1.57801 -1.24649

***

Record 2
8
Properties=species:S:1:pos:R:3 method="wB97M-V/def2-TZVPD" total_energy_ev=-11872.6987 lumo_ev="-0.94 / -5.76" de_lowest_kcal_mol=102.4 gap_ev="8.581 / 6.314" homo_ha="-0.3499 / -0.4438" multiplicity=3
C -0.13554 1.26541 -0.55168
C -0.27215 0.04284 0.19911
N -0.03338 2.32405 -0.98544
N 0.72194 -0.93725 0.22258
O 0.70451 -1.99513 -0.27319
O 1.58545 -0.38868 0.92539
F -1.95893 -0.46863 -0.77348
H -0.61189 0.15738 1.23670

***

Record 3
6
Properties=species:S:1:pos:R:3 method="wB97M-V/def2-TZVPD" total_energy_ev=-8898.9833 lumo_ev=0.14 de_lowest_kcal_mol=71.0 gap_ev=9.121 homo_ha=-0.3302
C -1.67473 1.64810 -1.53135
C -0.04204 0.45337 0.51778
O -2.63383 2.23877 -1.74065
O -0.69576 1.06792 -1.30289
F -1.14615 0.31563 1.35417
H 0.23880 -0.52113 -0.05411